Molecular formula: C3H4N2
Method: DFT, ωB97M-V/def2-TZVPD

Results
LUMO = -0.036 hartree
net charge = 0
F_max = 0.139 hartree/bohr
E_tot = -6150.2784 eV
relative energy (zero: lowest compared OMol25 entry of this formula, charge and spin) = 542.5 kJ/mol
highest occupied orbital energy = -9.40 eV

Geometry (Å):
C1 -0.285 0.701 -0.081
C2 -0.003 -0.477 -0.734
C3 1.180 -0.687 -1.605
H1 -1.030 1.161 2.173
H2 -0.496 -0.761 2.057
H3 -0.204 1.784 -0.552
H4 -0.029 -1.431 -0.069
N1 -1.083 0.533 1.206
N2 1.951 -0.824 -2.394

Cartesian forces, eV/Å:
-1.4 -0.1 1.5
2.9 -0.9 2.4
-6.1 1.9 3.2
0.4 -1.3 -4.1
-1.6 3.7 -2.8
0.0 -2.4 1.3
-0.7 1.8 -1.2
2.4 -1.8 3.2
4.1 -0.9 -3.5

Molecular formula: C42H41NO2P2PtS2
Method: DFT, ωB97M-V/def2-TZVPD

Results
LUMO (spin up / spin down) = -0.222 / -0.311 hartree
net charge = +2
F_max = 0.083 hartree/bohr
E_tot = -93274.1043 eV
multiplicity = 5
expectation value of S² = 6.06
highest occupied orbital energy (spin up / spin down) = -11.65 / -13.73 eV

Geometry (Å):
Pt1 -1.016 1.628 -3.689
C1 -2.264 1.215 -5.147
C2 -1.855 -0.244 -5.023
C3 -0.799 -0.715 -6.025
C4 0.392 0.239 -6.178
C5 0.519 1.222 -5.014
C6 0.188 2.629 -5.031
C7 -0.917 3.238 -5.891
C8 -1.903 2.131 -6.313
C9 1.273 0.340 -0.839
H1 -3.282 1.393 -4.753
H2 -2.718 -0.932 -5.084
H3 -1.265 -0.853 -7.014
H4 -0.415 -1.717 -5.798
H5 1.305 -0.378 -6.198
H6 0.387 0.725 -7.167
H7 1.371 0.942 -4.377
H8 0.919 3.308 -4.589
H9 -0.580 3.896 -6.710
H10 -1.483 3.851 -5.165
H11 -2.822 2.566 -6.706
H12 -1.503 1.566 -7.131
H13 0.709 1.094 -1.396
H14 1.659 0.799 0.093
H15 0.558 -0.458 -0.645
P1 -1.664 -0.899 -3.050
P2 2.475 -0.197 -2.050
C10 0.099 -1.535 -3.122
C11 1.440 -1.193 -3.162
C12 -2.442 -2.411 -2.345
C13 -2.916 -3.478 -3.125
C14 -3.634 -4.503 -2.487
C15 -3.830 -4.511 -1.110
C16 -3.315 -3.467 -0.325
C17 -2.636 -2.419 -0.951
C18 -3.160 0.180 -2.446
C19 -2.905 1.569 -2.224
C20 -3.984 2.492 -2.297
C21 -5.302 2.058 -2.415
C22 -5.571 0.693 -2.487
C23 -4.510 -0.228 -2.489
C24 3.742 -1.236 -1.406
C25 3.359 -2.489 -0.889
C26 4.330 -3.306 -0.312
C27 5.660 -2.865 -0.279
C28 6.039 -1.623 -0.808
C29 5.069 -0.796 -1.372
C30 3.149 1.285 -2.842
C31 2.802 2.560 -2.354
C32 3.319 3.703 -2.947
C33 4.200 3.598 -4.021
C34 4.576 2.340 -4.499
C35 4.054 1.188 -3.914
H16 -0.026 -2.630 -3.287
H17 2.098 -1.867 -3.761
H18 -2.775 -3.494 -4.206
H19 -4.046 -5.318 -3.087
H20 -4.361 -5.336 -0.618
H21 -3.438 -3.465 0.755
H22 -2.328 -1.553 -0.351
H23 -1.895 1.975 -1.886
H24 -3.771 3.559 -2.313
H25 -6.130 2.776 -2.469
H26 -6.600 0.336 -2.617
H27 -4.757 -1.286 -2.567
H28 2.316 -2.797 -0.951
H29 4.047 -4.271 0.114
H30 6.421 -3.497 0.173
H31 7.076 -1.285 -0.777
H32 5.317 0.184 -1.784
H33 2.161 2.669 -1.489
H34 3.040 4.685 -2.559
H35 4.606 4.501 -4.480
H36 5.293 2.258 -5.313
H37 4.381 0.211 -4.263
O1 0.216 2.847 4.247
S1 0.492 1.639 3.520
O2 1.854 1.128 3.498
N1 -0.145 1.648 1.990
C36 -1.205 0.851 1.825
S2 -2.170 0.877 0.485
C37 -1.481 -0.005 2.982
C38 -2.436 -1.013 3.155
C39 -2.502 -1.683 4.384
C40 -1.662 -1.292 5.444
C41 -0.729 -0.257 5.280
C42 -0.643 0.346 4.037
H38 -3.115 -1.268 2.336
H39 -3.213 -2.505 4.522
H40 -1.737 -1.800 6.404
H41 -0.071 0.086 6.070

Cartesian forces, eV/Å:
1.1 -0.8 4.0
-3.2 -0.7 -2.1
-0.3 0.2 -1.0
0.2 -0.5 -0.2
-0.1 -0.3 0.0
2.0 1.4 -0.7
0.8 -0.5 -1.4
-0.2 -0.2 0.5
-0.3 -0.1 -0.5
0.0 0.6 0.4
0.4 -0.2 -0.6
-0.2 0.4 0.1
-0.3 0.2 0.4
-0.3 0.2 0.3
-0.2 0.4 0.2
-0.1 0.1 0.6
-0.4 0.6 -0.5
-0.3 -0.1 0.4
0.0 -0.4 0.3
0.2 0.4 -0.5
0.0 0.1 0.1
0.3 -0.3 -0.5
-0.2 0.1 0.1
-0.1 -0.4 -0.6
0.2 -0.2 0.2
0.5 1.2 2.1
-1.2 1.0 -0.5
1.0 -1.2 -0.5
-0.5 -0.7 0.0
0.2 -0.7 -0.5
-0.2 0.2 0.8
0.1 -0.2 -0.4
0.2 0.2 0.4
0.2 0.0 -0.7
-0.3 0.1 0.0
-0.3 0.9 0.3
-1.0 0.0 -1.0
0.6 -0.2 0.1
0.0 0.1 -0.1
0.3 -0.3 -0.1
0.1 0.1 -0.3
0.1 -0.5 0.0
0.4 0.1 0.0
-0.1 0.3 -0.1
0.1 0.2 -0.1
-0.3 -0.1 0.1
0.0 -0.1 0.0
0.4 0.4 0.1
0.1 -0.4 -0.1
0.1 0.2 -0.1
0.0 0.0 0.0
-0.1 0.0 0.1
-0.1 0.0 0.2
0.1 0.5 -0.7
-0.6 0.0 0.8
0.0 0.0 0.2
0.2 0.3 0.2
0.2 0.4 -0.4
0.0 0.0 -0.2
0.0 -0.4 -0.2
-0.5 -0.4 0.0
0.0 -0.2 0.3
0.5 -0.2 0.0
0.5 0.1 0.2
0.1 0.2 -0.1
0.2 -0.1 0.1
0.2 0.3 -0.2
-0.2 0.1 -0.1
-0.3 -0.2 0.0
0.1 -0.3 0.2
0.0 0.0 -0.1
0.1 -0.3 -0.1
-0.1 -0.3 0.1
-0.2 0.0 0.1
-0.1 0.1 0.0
0.0 -0.5 -1.0
0.4 -1.3 2.0
-1.6 0.6 -0.7
-0.9 0.3 -2.0
2.0 0.4 2.0
-0.3 0.3 -0.8
-0.2 -0.3 1.1
0.1 0.0 0.0
0.3 0.3 0.0
-0.1 0.1 -0.3
-0.1 -0.1 -0.3
0.0 -0.3 0.3
0.2 0.1 0.3
0.3 0.4 0.0
0.0 0.1 -0.2
-0.1 -0.2 0.1

Molecular formula: C4H6AgO
Method: DFT, ωB97M-V/def2-TZVPD

Results
LUMO (spin up / spin down) = -0.438 / -0.452 hartree
net charge = +2
F_max = 0.085 hartree/bohr
E_tot = -10263.6361 eV
multiplicity = 2
relative energy (zero: lowest compared OMol25 entry of this formula, charge and spin) = 454.0 kJ/mol
expectation value of S² = 0.81
highest occupied orbital energy (spin up / spin down) = -19.22 / -19.26 eV

Geometry (Å):
H1 -0.216 1.758 0.479
C1 1.830 0.239 1.049
C2 0.741 0.713 0.530
C3 -0.629 0.443 0.211
C4 -1.089 0.114 -1.187
O1 -0.438 -1.076 -0.846
Ag1 -0.590 -2.930 -0.566
H2 2.619 -0.156 0.401
H3 1.849 -0.072 2.099
H4 -1.311 0.285 1.053
H5 -0.587 0.690 -1.974
H6 -2.179 -0.007 -1.249

Cartesian forces, eV/Å:
0.1 -0.3 0.4
0.5 -0.5 0.3
-1.9 -0.5 -0.2
1.0 0.6 -0.4
-0.1 0.1 -0.5
0.0 4.2 -0.3
-0.5 -4.3 0.4
0.0 -0.1 -0.1
0.6 1.0 0.5
0.3 -0.5 0.0
-0.4 -0.2 0.1
0.3 0.4 -0.2

Molecular formula: C21H20ClN2O
Method: DFT, ωB97M-V/def2-TZVPD

Results
SMILES = CN(C[C@H](C(=O)c1ccccc1)[n+]1cccc(Cl)c1)c1ccccc1
LUMO = -0.161 hartree
net charge = +1
F_max = 0.049 hartree/bohr
E_tot = -39644.6882 eV
highest occupied orbital energy = -10.70 eV

Geometry (Å):
Cl1 4.238 1.408 2.624
C1 3.170 0.093 2.334
C2 3.545 -1.232 2.571
C3 2.591 -2.234 2.379
C4 1.321 -1.899 1.933
N1 0.999 -0.620 1.653
C5 -0.282 -0.272 0.959
C6 -1.110 0.515 1.968
C7 -2.583 0.289 2.058
C8 -3.412 1.408 2.214
C9 -4.793 1.252 2.107
C10 -5.343 -0.035 2.018
C11 -4.514 -1.162 2.118
C12 -3.128 -1.002 2.175
O1 -0.579 1.326 2.724
C13 1.885 0.383 1.891
H1 4.553 -1.435 2.911
H2 2.816 -3.280 2.578
H3 0.526 -2.630 1.775
H4 -0.780 -1.212 0.678
H5 -2.953 2.376 2.419
H6 -5.435 2.133 2.109
H7 -6.422 -0.160 1.918
H8 -4.946 -2.165 2.157
H9 -2.453 -1.841 2.363
H10 1.526 1.398 1.766
C14 -1.158 -0.259 -2.150
N2 -1.094 0.790 -1.140
C15 -1.291 2.123 -1.535
C16 -1.331 2.473 -2.894
C17 -1.502 3.809 -3.261
C18 -1.636 4.810 -2.292
C19 -1.551 4.461 -0.935
C20 -1.362 3.136 -0.552
C21 0.047 0.554 -0.234
H11 -1.968 -0.063 -2.851
H12 -0.216 -0.355 -2.716
H13 -1.357 -1.200 -1.632
H14 -1.188 1.713 -3.664
H15 -1.515 4.079 -4.316
H16 -1.775 5.858 -2.576
H17 -1.612 5.220 -0.157
H18 -1.272 2.852 0.500
H19 0.467 1.531 0.049
H20 0.839 0.030 -0.810

Cartesian forces, eV/Å:
-0.1 -0.3 -0.1
-0.4 -0.1 0.2
-0.5 0.3 -0.2
-0.1 0.1 0.1
0.0 -0.1 -0.2
0.8 0.2 -0.2
-0.1 -0.7 1.5
-0.8 1.0 2.1
0.0 -0.2 0.6
0.0 -0.1 -0.4
0.1 -0.3 0.2
0.3 0.0 0.0
0.1 0.1 0.2
-0.1 0.4 -0.6
-0.2 -0.9 -1.4
0.0 -0.4 0.1
-0.1 -0.2 0.0
0.0 0.3 0.0
0.4 0.2 0.0
0.2 0.3 0.1
-0.2 -0.2 -0.4
0.1 -0.3 0.1
0.3 0.0 0.0
0.1 0.4 0.0
-0.3 0.0 -0.4
0.2 -0.3 -0.1
-0.1 0.1 0.1
0.6 -0.8 0.8
0.4 0.9 -0.3
0.0 0.2 0.3
-0.1 0.3 0.3
0.1 -0.2 0.2
0.1 -0.1 -0.2
-0.1 -0.4 -0.6
0.2 1.1 -2.2
0.0 -0.1 0.2
-0.1 0.0 0.0
0.0 -0.1 -0.2
-0.1 0.3 0.2
0.0 -0.1 0.2
0.1 -0.5 0.1
0.0 -0.1 -0.2
-0.2 0.3 -0.3
-0.3 -0.4 0.0
-0.2 0.2 0.3

Molecular formula: C16H16N6O3S
Method: DFT, ωB97M-V/def2-TZVPD

Results
SMILES = Cc1ccccc1-c1nnn(CC(=O)Nc2cccc(S(N)(=O)=O)c2)n1
LUMO = 0.013 hartree
net charge = 0
F_max = 0.022 hartree/bohr
E_tot = -42769.5412 eV
highest occupied orbital energy = -9.09 eV

Geometry (Å):
C1 0.466 2.490 -0.289
C2 0.997 2.539 -1.688
C3 0.464 3.495 -2.548
C4 0.889 3.620 -3.856
C5 1.879 2.780 -4.341
C6 2.422 1.824 -3.511
C7 1.991 1.687 -2.186
C8 2.638 0.634 -1.426
N1 2.369 0.214 -0.190
N2 3.239 -0.773 -0.015
N3 4.000 -0.955 -1.063
N4 3.652 -0.100 -1.946
C9 3.328 -1.555 1.177
H1 4.105 -2.306 1.020
H2 3.610 -0.914 2.020
C10 2.010 -2.267 1.558
O1 2.011 -3.384 2.015
N5 0.934 -1.471 1.366
C11 -0.416 -1.752 1.563
C12 -0.897 -2.956 2.073
C13 -2.261 -3.147 2.221
C14 -3.162 -2.152 1.872
C15 -2.668 -0.962 1.376
C16 -1.319 -0.748 1.219
H3 -0.986 0.194 0.816
S1 -3.760 0.374 0.936
O2 -3.014 1.358 0.202
O3 -4.979 -0.141 0.390
N6 -4.099 1.015 2.457
H4 -3.773 1.964 2.544
H5 -5.077 0.939 2.685
H6 -4.227 -2.287 1.964
H7 -2.622 -4.086 2.611
H8 -0.201 -3.734 2.342
H9 1.117 -0.566 0.926
H10 3.192 1.157 -3.866
H11 2.223 2.871 -5.360
H12 0.451 4.372 -4.496
H13 -0.308 4.150 -2.171
H14 -0.543 2.074 -0.296
H15 1.102 1.898 0.361
H16 0.394 3.500 0.111

Cartesian forces, eV/Å:
0.0 0.0 0.1
0.2 0.0 -0.1
0.0 0.0 -0.1
0.0 0.0 0.0
0.0 0.0 0.0
0.0 0.0 0.1
-0.3 0.5 -0.4
0.2 -0.6 0.8
0.1 0.3 -0.3
-0.2 0.7 -0.7
0.6 -0.9 0.4
0.0 0.4 -0.6
0.1 -0.6 0.8
-0.2 0.1 0.0
0.0 -0.1 -0.2
0.3 0.4 -0.3
0.1 -0.3 0.2
-0.1 0.4 -0.1
-0.5 -0.2 0.2
0.2 0.0 0.0
-0.2 0.2 -0.1
-0.1 -0.2 0.0
-0.1 0.3 -0.3
0.2 -0.1 0.0
0.2 0.1 -0.1
-0.2 0.4 0.6
0.2 -0.1 0.3
0.1 -0.3 0.3
0.2 -0.4 -0.7
0.2 0.2 -0.1
-0.2 -0.1 -0.1
-0.1 -0.1 0.0
0.0 -0.1 0.0
0.0 0.0 0.0
0.0 -0.3 0.2
0.0 0.0 -0.1
0.0 0.0 -0.1
0.0 0.1 0.0
-0.1 0.1 0.0
0.0 0.0 0.1
-0.1 0.1 0.1
0.0 0.0 0.0

Molecular formula: C3H6N2
Method: DFT, ωB97M-V/def2-TZVPD

Results
SMILES = C=NN1CC1
LUMO = 0.043 hartree
net charge = 0
F_max = 0.072 hartree/bohr
E_tot = -6185.3731 eV
relative energy (zero: lowest compared OMol25 entry of this formula, charge and spin) = 306.0 kJ/mol
highest occupied orbital energy = -8.89 eV

Geometry (Å):
C1 -1.375 -0.308 -1.351
C2 1.410 0.304 0.368
C3 0.143 -0.023 1.135
H1 -1.975 -0.478 -0.407
H2 -1.876 -0.001 -2.243
H3 1.390 1.342 0.024
H4 2.420 -0.080 0.702
H5 0.185 -0.667 2.022
H6 -0.675 0.780 1.192
N1 -0.090 -0.282 -1.299
N2 0.443 -0.587 -0.142

Cartesian forces, eV/Å:
0.4 0.3 1.6
1.2 0.5 1.6
-1.2 1.3 0.8
0.5 0.0 -1.1
-0.1 -0.2 -0.5
0.2 -0.4 -0.3
-1.4 0.4 -0.5
-0.1 0.1 -0.6
1.4 -1.1 -0.2
-3.0 0.4 -2.1
2.1 -1.3 1.4